# 1
Entry from OMol25: a 7-piece molecular cluster, C37H93N7O9 overall (ωB97M-V/def2-TZVPD).

CARTESIAN COORDINATES (ANGSTROEM)
C (-2.453, 0.998, -0.485)
C (-1.430, -0.104, -0.199)
C (-0.704, -0.338, -1.528)
C (0.542, -1.148, -1.211)
C (1.395, -0.506, -0.170)
C (0.783, -0.208, 1.136)
N (-0.583, 0.447, 0.879)
O (-1.219, 0.771, 2.057)
C (0.700, -1.625, 1.875)
C (1.709, 0.834, 1.863)
C (-2.123, -1.362, 0.281)
H (-1.990, 1.935, -0.795)
H (-3.063, 1.131, 0.409)
H (-3.257, 0.793, -1.192)
H (-1.401, -0.841, -2.199)
H (-0.468, 0.644, -1.939)
H (1.153, -1.103, -2.112)
H (0.298, -2.176, -0.941)
H (1.855, 0.367, -0.632)
H (2.176, -1.244, 0.014)
H (0.436, -2.484, 1.258)
H (1.473, -1.940, 2.575)
H (-0.239, -1.481, 2.409)
H (1.210, 1.382, 2.662)
H (2.681, 0.463, 2.189)
H (1.949, 1.647, 1.178)
H (-3.054, -1.456, -0.278)
H (-2.362, -1.137, 1.321)
H (-1.588, -2.296, 0.110)
H (-1.284, 1.723, 1.954)
C (4.061, 3.974, 1.072)
O (3.641, 5.158, 0.373)
C (3.785, 4.973, -1.061)
C (2.990, 6.078, -1.687)
N (3.468, 7.392, -1.273)
C (2.470, 8.325, -0.632)
C (3.032, 9.738, -0.631)
O (4.160, 9.885, 0.277)
C (5.474, 9.966, -0.286)
H (4.016, 3.934, 2.160)
H (5.063, 3.667, 0.773)
H (3.342, 3.260, 0.670)
H (3.366, 4.022, -1.389)
H (4.791, 4.785, -1.436)
H (1.918, 6.016, -1.498)
H (2.941, 6.068, -2.776)
H (4.228, 7.191, -0.640)
H (2.210, 8.072, 0.396)
H (1.491, 8.391, -1.105)
H (2.345, 10.443, -0.164)
H (3.201, 10.109, -1.642)
H (5.671, 10.987, -0.614)
H (5.520, 9.241, -1.099)
H (6.262, 9.849, 0.458)
C (-2.659, 1.802, 6.177)
O (-3.083, 3.000, 5.385)
C (-2.057, 3.492, 4.500)
C (-2.736, 3.879, 3.189)
N (-1.731, 4.076, 2.106)
C (-0.533, 4.975, 2.481)
C (0.473, 4.944, 1.377)
O (0.015, 5.474, 0.139)
C (-0.098, 4.492, -0.909)
H (-2.445, 0.874, 5.646)
H (-3.440, 1.657, 6.924)
H (-1.654, 1.917, 6.583)
H (-1.324, 2.724, 4.255)
H (-1.598, 4.351, 4.989)
H (-3.425, 4.723, 3.215)
H (-3.379, 3.045, 2.911)
H (-2.243, 4.356, 1.282)
H (-0.167, 4.708, 3.472)
H (-0.925, 5.989, 2.566)
H (0.966, 3.979, 1.258)
H (1.343, 5.551, 1.629)
H (0.876, 4.287, -1.353)
H (-0.615, 5.048, -1.692)
H (-0.633, 3.558, -0.738)
C (2.609, 0.121, -6.697)
C (1.605, -0.398, -5.701)
C (1.816, -1.854, -5.332)
O (3.001, -1.960, -4.512)
C (3.320, -3.203, -3.911)
N (1.632, 0.508, -4.527)
H (3.662, 0.024, -6.433)
H (2.471, 1.202, -6.709)
H (2.554, -0.293, -7.703)
H (0.574, -0.309, -6.044)
H (2.015, -2.426, -6.238)
H (0.883, -2.123, -4.838)
H (4.155, -2.980, -3.246)
H (3.631, -3.916, -4.674)
H (2.539, -3.672, -3.312)
H (2.330, 0.225, -3.854)
H (0.785, 0.186, -4.081)
C (2.785, -5.025, -0.493)
C (2.520, -5.797, 0.761)
C (3.631, -5.930, 1.795)
O (4.751, -6.553, 1.182)
C (5.879, -6.484, 2.018)
N (1.302, -5.225, 1.232)
H (3.795, -5.018, -0.902)
H (2.765, -3.949, -0.322)
H (2.069, -5.347, -1.249)
H (2.264, -6.792, 0.395)
H (3.104, -6.481, 2.575)
H (3.671, -4.967, 2.304)
H (6.788, -6.932, 1.616)
H (5.594, -6.968, 2.952)
H (6.099, -5.435, 2.213)
H (0.974, -5.359, 2.178)
H (0.496, -5.417, 0.653)
C (-1.699, -3.641, -2.951)
C (-2.411, -4.439, -1.834)
C (-3.574, -5.445, -2.251)
O (-4.272, -5.941, -1.104)
C (-5.227, -6.958, -1.425)
N (-1.341, -5.197, -1.309)
H (-2.323, -2.768, -3.143)
H (-1.577, -4.233, -3.858)
H (-0.661, -3.397, -2.724)
H (-2.627, -3.801, -0.977)
H (-3.060, -6.229, -2.807)
H (-4.222, -4.893, -2.931)
H (-5.587, -7.441, -0.517)
H (-4.642, -7.738, -1.913)
H (-6.030, -6.472, -1.979)
H (-1.738, -5.831, -0.630)
H (-0.887, -5.876, -1.904)
C (-6.327, -3.838, 3.789)
C (-6.201, -3.728, 2.342)
C (-5.283, -2.643, 1.798)
O (-6.004, -1.473, 1.982)
C (-5.228, -0.254, 1.710)
N (-5.771, -5.008, 1.777)
H (-5.327, -3.831, 4.224)
H (-6.858, -4.746, 4.075)
H (-6.744, -2.970, 4.300)
H (-7.167, -3.486, 1.898)
H (-4.993, -2.794, 0.758)
H (-4.393, -2.480, 2.406)
H (-4.298, -0.267, 2.279)
H (-5.677, 0.694, 2.006)
H (-4.849, -0.178, 0.691)
H (-4.987, -5.496, 2.187)
H (-5.598, -4.765, 0.812)

Properties
- Kohn-Sham gap (spin up / spin down) (eV) = 1.43 / 8.34
- spin multiplicity = 2
- LUMO energy (spin up / spin down) (eV) = 2.15 / 2.11
- charge = -1

# 2
Entry from OMol25: CH5F3O2SSb as an isolated structure (ωB97M-V/def2-TZVPD).

CARTESIAN COORDINATES (ANGSTROEM)
O (1.125, -1.377, 1.411)
S (0.711, -0.925, 0.092)
O (0.854, -1.912, -0.962)
Sb (-1.709, 0.154, 0.216)
C (1.973, 0.405, -0.370)
F (2.138, 1.253, 0.652)
F (3.184, -0.064, -0.708)
F (1.495, 1.100, -1.424)
H (-2.300, -1.494, 0.211)
H (-1.553, 0.138, 1.956)
H (-0.954, 1.755, 0.198)
H (-1.634, 0.149, -1.536)
H (-3.330, 0.818, 0.262)

Properties
- Kohn-Sham gap (eV) = 8.02
- LUMO energy (eV) = 3.44
- charge = -1

# 3
Entry from OMol25: one molecule with the formula C4H5IN2 (ωB97M-V/def2-TZVPD).

CARTESIAN COORDINATES (ANGSTROEM)
C (1.746, 0.099, -0.206)
C (1.175, 1.237, -0.551)
C (-1.338, -0.116, -0.040)
C (0.857, -1.233, 0.223)
N (-0.586, -0.993, 0.212)
N (-2.499, 0.340, 0.224)
I (1.871, 3.195, -0.744)
H (2.752, -0.158, -0.295)
H (1.136, -2.087, -0.508)
H (1.005, -1.373, 1.335)
H (-2.856, 1.348, 0.001)
H (-3.264, -0.260, 0.350)

Properties
- energy relative to the best compared isomer or geometry (same formula, charge and spin) (eV) = 5.247
- Kohn-Sham gap (spin up / spin down) (eV) = 7.49 / 6.39
- LUMO energy (spin up / spin down) (eV) = 0.05 / -0.34

# 4
Entry from OMol25: a 3-piece molecular cluster, C20H48Cl2N3O5P overall (ωB97M-V/def2-TZVPD).

CARTESIAN COORDINATES (ANGSTROEM)
C (-4.166, -2.476, -2.072)
C (-2.623, -2.565, -2.676)
O (-2.374, -3.776, -3.481)
C (-1.556, -2.324, -1.455)
O (-0.910, -3.552, -0.947)
C (-0.441, -3.213, 0.435)
N (0.855, -3.927, 0.738)
P (0.640, -5.657, 1.105)
C (1.994, -6.719, 0.190)
C (1.185, -5.805, 2.970)
C (-1.604, -3.345, 1.580)
C (-2.683, -4.588, 1.306)
O (-1.118, -3.536, 2.954)
C (-0.256, -2.438, 3.412)
C (-0.990, -0.979, 3.549)
Cl (-1.101, -0.532, 5.379)
C (0.041, 0.136, 2.891)
C (-0.749, 1.555, 2.657)
Cl (1.519, 0.280, 4.048)
H (-4.215, -2.504, -0.901)
H (-4.862, -3.313, -2.511)
H (-4.651, -1.441, -2.401)
H (-2.517, -1.635, -3.416)
H (-3.139, -4.416, -3.260)
H (-0.698, -1.599, -1.856)
H (-2.126, -1.708, -0.623)
H (-0.169, -2.052, 0.375)
H (1.490, -3.883, -0.103)
H (2.428, -7.471, 1.005)
H (2.862, -5.964, -0.071)
H (1.568, -7.300, -0.732)
H (2.103, -6.539, 3.087)
H (0.289, -6.047, 3.686)
H (1.593, -4.738, 3.317)
H (-2.269, -2.357, 1.491)
H (-2.603, -5.334, 2.233)
H (-3.806, -4.192, 1.296)
H (-2.424, -5.225, 0.359)
H (0.726, -2.281, 2.795)
H (0.098, -2.734, 4.513)
H (-2.081, -0.929, 3.128)
H (0.489, -0.305, 1.879)
H (-0.596, 2.201, 3.621)
H (-1.884, 1.279, 2.441)
H (-0.290, 2.079, 1.710)
C (-2.686, 2.313, -3.296)
C (-2.073, 2.153, -1.908)
C (-1.631, 3.491, -1.271)
O (-0.405, 4.013, -1.792)
C (-0.546, 4.738, -3.004)
N (-0.958, 1.197, -1.983)
H (-1.936, 2.507, -4.069)
H (-3.212, 1.397, -3.588)
H (-3.412, 3.132, -3.312)
H (-2.849, 1.723, -1.262)
H (-1.443, 3.310, -0.206)
H (-2.427, 4.244, -1.320)
H (-1.487, 5.292, -3.049)
H (-0.458, 4.061, -3.856)
H (0.279, 5.454, -3.069)
H (-0.613, 1.023, -1.038)
H (-0.176, 1.679, -2.439)
C (5.158, 4.611, -1.146)
C (3.667, 4.303, -1.242)
C (2.785, 5.265, -0.414)
O (2.786, 5.000, 0.992)
C (3.891, 5.552, 1.691)
N (3.441, 2.901, -0.862)
H (5.594, 4.293, -0.195)
H (5.707, 4.086, -1.937)
H (5.346, 5.682, -1.268)
H (3.381, 4.422, -2.295)
H (1.745, 5.129, -0.736)
H (3.035, 6.314, -0.612)
H (4.208, 6.512, 1.273)
H (4.721, 4.843, 1.697)
H (3.589, 5.712, 2.731)
H (2.457, 2.675, -1.018)
H (3.542, 2.843, 0.156)

Properties
- Kohn-Sham gap (eV) = 8.15
- SMILES string = C[C@H](O)CO[C@H](NP(C)C)[C@@H](C)OC[C@@H](Cl)[C@@H](C)Cl.COC[C@@H](C)N.COC[C@@H](C)N
- LUMO energy (eV) = 0.37

# 5
Entry from OMol25: C28H79N5O9 as an isolated structure (ωB97M-V/def2-TZVPD).

CARTESIAN COORDINATES (ANGSTROEM)
C (2.639, -4.354, 0.692)
C (2.228, -3.167, -0.161)
O (2.006, -2.090, 0.679)
H (2.624, -5.291, 0.135)
H (1.966, -4.459, 1.543)
H (3.642, -4.148, 1.066)
H (1.244, -3.271, -0.616)
H (3.048, -3.014, -0.863)
H (1.607, -1.377, 0.175)
C (3.853, 0.186, -0.656)
C (3.413, -0.764, -1.798)
O (2.484, -0.049, -2.520)
H (4.780, -0.111, -0.165)
H (2.990, 0.422, -0.033)
H (4.151, 1.129, -1.114)
H (3.111, -1.758, -1.471)
H (4.272, -0.967, -2.438)
H (2.735, 0.863, -2.682)
C (-0.081, -0.508, 1.005)
C (0.215, -0.283, -0.442)
O (1.365, -0.965, -0.771)
H (0.519, 0.120, 1.663)
H (0.138, -1.518, 1.350)
H (-1.142, -0.434, 1.242)
H (0.372, 0.743, -0.777)
H (-0.645, -0.620, -1.021)
H (1.637, -0.604, -1.618)
C (1.321, 2.350, -0.925)
C (1.668, 2.622, -2.365)
O (2.970, 2.094, -2.618)
H (1.245, 1.268, -0.814)
H (0.479, 2.965, -0.609)
H (2.093, 2.619, -0.205)
H (1.726, 3.671, -2.654)
H (0.940, 2.220, -3.071)
H (3.622, 2.713, -2.282)
C (3.881, -0.574, 2.615)
C (2.787, 0.224, 3.365)
C (1.511, -0.614, 3.326)
O (1.852, -1.787, 4.065)
C (0.866, -2.752, 3.966)
N (3.264, 0.565, 4.684)
H (4.642, 0.141, 2.300)
H (3.591, -1.051, 1.678)
H (4.353, -1.397, 3.151)
H (2.613, 1.201, 2.915)
H (1.174, -0.807, 2.308)
H (0.803, -0.025, 3.908)
H (0.731, -2.918, 2.897)
H (-0.108, -2.381, 4.283)
H (1.123, -3.692, 4.456)
H (4.106, 1.123, 4.698)
H (3.424, -0.345, 5.091)
C (-2.030, -3.359, 3.195)
C (-1.677, -1.953, 2.652)
C (-2.569, -1.633, 1.373)
O (-2.716, -2.810, 0.474)
C (-1.638, -3.024, -0.488)
N (-1.763, -0.845, 3.615)
H (-1.517, -3.587, 4.130)
H (-1.648, -4.140, 2.538)
H (-3.060, -3.482, 3.531)
H (-0.647, -2.101, 2.328)
H (-2.223, -0.698, 0.932)
H (-3.571, -1.336, 1.682)
H (-0.713, -3.181, 0.066)
H (-1.529, -2.040, -0.944)
H (-1.976, -3.766, -1.212)
H (-1.543, -0.003, 3.102)
H (-2.741, -0.712, 3.830)
C (-2.488, 1.242, -5.544)
C (-1.637, 0.063, -6.059)
C (-0.385, -0.141, -5.126)
O (-0.709, -0.225, -3.737)
C (0.435, -0.229, -2.913)
N (-2.536, -1.084, -6.180)
H (-2.450, 1.417, -4.468)
H (-3.555, 1.074, -5.684)
H (-2.313, 2.128, -6.154)
H (-1.311, 0.350, -7.059)
H (0.349, 0.641, -5.327)
H (-0.020, -1.157, -5.277)
H (1.129, 0.607, -2.995)
H (1.074, -1.091, -3.103)
H (0.025, -0.405, -1.918)
H (-3.381, -0.666, -6.542)
H (-2.838, -1.361, -5.257)
C (1.423, 5.442, 1.697)
C (0.323, 4.386, 1.367)
C (-0.091, 3.184, 2.372)
O (-0.998, 2.339, 1.618)
C (-1.533, 1.252, 2.364)
N (-0.811, 5.178, 0.952)
H (1.348, 5.927, 2.671)
H (1.393, 6.195, 0.910)
H (2.411, 4.983, 1.715)
H (0.723, 3.945, 0.454)
H (-0.431, 3.659, 3.292)
H (0.823, 2.656, 2.642)
H (-2.119, 1.491, 3.251)
H (-0.724, 0.536, 2.513)
H (-2.275, 0.800, 1.706)
H (-1.461, 4.589, 0.451)
H (-1.261, 5.430, 1.821)
C (-3.960, 1.462, 0.850)
C (-3.365, 0.876, -0.453)
C (-3.387, -0.617, -0.521)
O (-3.172, -1.082, -1.945)
C (-1.848, -0.891, -2.292)
N (-4.149, 1.451, -1.454)
H (-4.123, 2.537, 0.785)
H (-3.327, 1.278, 1.719)
H (-4.847, 0.961, 1.238)
H (-2.323, 1.194, -0.478)
H (-4.334, -1.014, -0.154)
H (-2.584, -1.157, -0.019)
H (-1.420, 0.110, -2.354)
H (-1.651, -1.266, -3.296)
H (-1.271, -1.523, -1.617)
H (-4.876, 0.750, -1.452)
H (-3.779, 1.299, -2.381)

Properties
- energy relative to the best compared isomer or geometry (same formula, charge and spin) (eV) = 31.418
- Kohn-Sham gap (eV) = 8.20
- LUMO energy (eV) = 0.01

# 6
Entry from OMol25: C5H6AuCl2InO4 as an isolated structure (ωB97M-V/def2-TZVPD).

CARTESIAN COORDINATES (ANGSTROEM)
Au (-0.668, -0.505, -3.170)
In (0.289, -0.290, -0.259)
Cl (-1.441, -2.085, -1.546)
Cl (-1.339, 1.299, -1.579)
C (1.451, 1.793, 0.891)
C (-0.058, -2.047, -4.216)
C (-0.020, 0.711, -4.532)
O (1.741, 2.819, 1.306)
O (0.230, -3.095, -4.595)
O (0.363, 1.466, -5.309)
C (-0.101, -0.598, 3.635)
C (-0.797, -1.426, 2.584)
O (-1.454, -0.631, 1.571)
H (0.674, 0.027, 3.192)
H (0.351, -1.254, 4.375)
H (-0.802, 0.053, 4.164)
H (-0.087, -2.056, 2.033)
H (-1.549, -2.098, 3.003)
H (-1.970, 0.059, 2.022)

Properties
- energy relative to the best compared isomer or geometry (same formula, charge and spin) (eV) = 0.000
- Kohn-Sham gap (spin up / spin down) (eV) = 6.39 / 6.24
- spin multiplicity = 3
- LUMO energy (spin up / spin down) (eV) = -18.82 / -20.73
- charge = +4

# 7
Entry from OMol25: a 3-piece molecular cluster, C36H61N7O3 overall (ωB97M-V/def2-TZVPD).

CARTESIAN COORDINATES (ANGSTROEM)
C (-1.391, -3.219, 1.979)
C (-2.447, -2.295, 1.254)
O (-2.237, -1.951, 0.109)
N (-3.630, -1.869, 1.994)
C (-3.070, -1.465, 3.343)
C (-4.176, -0.613, 1.427)
C (-5.080, -0.805, 0.147)
C (-4.902, 0.314, -0.943)
C (-5.293, 1.762, -0.455)
C (-4.161, 2.438, 0.411)
N (-4.559, 2.883, 1.625)
N (-3.600, 3.404, 2.365)
C (-2.378, 3.407, 1.786)
C (-1.216, 3.975, 2.688)
C (-0.517, 2.671, 3.323)
C (1.056, 2.720, 3.252)
C (1.617, 2.255, 1.872)
C (1.357, 0.950, 1.265)
C (1.935, 0.574, -0.035)
C (2.783, 1.511, -0.799)
C (3.051, 2.819, -0.175)
C (2.473, 3.177, 1.114)
N (-1.988, 3.000, 0.553)
N (-2.944, 2.481, -0.183)
H (-1.877, -3.812, 2.806)
H (-0.615, -2.583, 2.490)
H (-0.936, -3.965, 1.279)
H (-2.908, -2.343, 4.017)
H (-3.740, -0.754, 3.885)
H (-2.105, -0.904, 3.154)
H (-3.304, 0.037, 1.115)
H (-4.771, -0.006, 2.163)
H (-4.782, -1.784, -0.332)
H (-6.160, -0.945, 0.452)
H (-5.614, 0.063, -1.786)
H (-3.875, 0.282, -1.387)
H (-6.242, 1.652, 0.148)
H (-5.578, 2.407, -1.334)
H (-0.465, 4.551, 2.097)
H (-1.628, 4.540, 3.567)
H (-0.842, 2.484, 4.377)
H (-0.845, 1.777, 2.718)
H (1.509, 2.024, 4.021)
H (1.445, 3.745, 3.517)
H (0.704, 0.201, 1.782)
H (1.755, -0.434, -0.491)
H (3.199, 1.237, -1.802)
H (3.700, 3.574, -0.682)
H (2.663, 4.185, 1.564)
C (-1.522, -9.897, 0.500)
C (-1.582, -8.827, 1.626)
C (-2.401, -9.339, 2.831)
C (-3.914, -9.246, 2.674)
C (-4.321, -7.853, 2.214)
C (-3.594, -7.432, 0.929)
N (-2.108, -7.552, 1.052)
O (-1.686, -6.553, 1.816)
C (-4.124, -8.294, -0.238)
C (-4.025, -6.002, 0.552)
C (-0.122, -8.717, 2.115)
H (-1.952, -9.559, -0.442)
H (-0.492, -10.154, 0.237)
H (-2.024, -10.826, 0.781)
H (-2.131, -8.759, 3.722)
H (-2.125, -10.373, 3.058)
H (-4.270, -10.009, 1.974)
H (-4.393, -9.472, 3.630)
H (-5.404, -7.825, 2.061)
H (-4.111, -7.138, 3.018)
H (-3.613, -8.049, -1.173)
H (-5.190, -8.112, -0.395)
H (-4.029, -9.366, -0.068)
H (-3.835, -5.281, 1.350)
H (-5.098, -5.964, 0.350)
H (-3.509, -5.660, -0.348)
H (0.528, -8.303, 1.340)
H (0.262, -9.705, 2.381)
H (-0.026, -8.095, 3.007)
C (7.484, 7.907, -3.420)
C (6.748, 6.565, -3.149)
C (6.674, 5.708, -4.432)
C (5.577, 6.102, -5.413)
C (4.239, 6.237, -4.697)
C (4.313, 7.210, -3.512)
N (5.409, 6.860, -2.556)
O (5.020, 5.793, -1.871)
C (4.496, 8.641, -4.066)
C (2.939, 7.260, -2.817)
C (7.688, 5.811, -2.183)
H (6.870, 8.785, -3.226)
H (8.344, 8.041, -2.758)
H (7.854, 7.980, -4.446)
H (6.501, 4.661, -4.155)
H (7.639, 5.720, -4.946)
H (5.842, 7.032, -5.925)
H (5.499, 5.343, -6.196)
H (3.479, 6.567, -5.410)
H (3.920, 5.246, -4.352)
H (4.582, 9.369, -3.255)
H (3.633, 8.931, -4.670)
H (5.363, 8.750, -4.716)
H (2.602, 6.278, -2.481)
H (2.175, 7.633, -3.502)
H (2.961, 7.929, -1.953)
H (7.757, 6.319, -1.218)
H (8.695, 5.757, -2.604)
H (7.368, 4.783, -2.006)

Properties
- Kohn-Sham gap (eV) = 7.98
- spin multiplicity = 3
- LUMO energy (eV) = -0.56

| no. | total energy (eV) | largest force on an atom (eV/A) |
| --- | --- | --- |
| 1 | -68724.07355 | 4.362 |
| 2 | -30735.22475 | 1.873 |
| 3 | -15304.29734 | 5.866 |
| 4 | -70552.30000 | 2.995 |
| 5 | -56161.29476 | 9.629 |
| 6 | -47326.63864 | 7.371 |
| 7 | -54886.81486 | 3.602 |